[1]
{
  "formula": "C30H42Cl4KN3O6SSeSi2",
  "method": "ωB97M-V with the def2-TZVPD basis set",
  "species": ["K", "O", "Cl", "O", "O", "O", "C", "Si", "C", "N", "C", "C", "C", "C", "C", "C", "C", "C", "C", "C", "C", "C", "C", "C", "C", "C", "C", "H", "H", "H", "H", "H", "H", "H", "H", "H", "H", "H", "H", "H", "H", "H", "H", "H", "H", "H", "H", "H", "H", "H", "H", "C", "C", "C", "S", "O", "C", "C", "C", "H", "H", "H", "H", "H", "H", "H", "H", "H", "H", "H", "H", "H", "H", "Se", "C", "C", "C", "N", "C", "C", "H", "H", "H", "H", "O", "N", "Cl", "Si", "Cl", "Cl"],
  "positions_angstrom": [[-0.453, 2.225, 0.954], [-0.578, 1.711, 5.189], [-0.793, 1.685, 3.779], [-1.874, 0.803, 3.429], [-1.097, 3.014, 3.288], [0.413, 1.208, 3.103], [0.942, -1.678, 1.333], [0.298, -2.849, 0.064], [-1.565, -2.619, -0.012], [-1.762, -1.210, -0.371], [-2.843, -0.556, 0.365], [-4.227, -1.132, 0.027], [-4.289, -1.522, -1.462], [-3.310, -0.674, -2.270], [-1.867, -0.941, -1.815], [0.751, -4.610, 0.609], [-0.051, -5.268, 1.547], [0.267, -6.535, 2.016], [1.408, -7.178, 1.557], [2.223, -6.544, 0.629], [1.893, -5.278, 0.163], [1.076, -2.534, -1.619], [1.082, -3.517, -2.614], [1.551, -3.245, -3.891], [2.015, -1.972, -4.200], [2.006, -0.979, -3.233], [1.545, -1.263, -1.951], [1.899, -1.815, 1.827], [0.373, -0.829, 1.698], [-1.974, -2.792, 0.990], [-2.080, -3.328, -0.679], [-2.822, 0.503, 0.088], [-2.628, -0.609, 1.434], [-4.978, -0.372, 0.258], [-4.454, -2.000, 0.655], [-5.307, -1.416, -1.844], [-4.022, -2.579, -1.582], [-3.543, 0.388, -2.141], [-3.392, -0.885, -3.340], [-1.234, -0.083, -2.061], [-1.457, -1.805, -2.348], [-0.944, -4.781, 1.926], [-0.376, -7.018, 2.742], [1.662, -8.167, 1.922], [3.118, -7.037, 0.267], [2.539, -4.800, -0.566], [0.707, -4.512, -2.393], [1.542, -4.020, -4.649], [2.364, -1.749, -5.202], [2.308, 0.036, -3.456], [1.485, -0.453, -1.234], [4.794, 5.752, 0.437], [3.663, 5.161, -0.400], [3.590, 3.638, -0.346], [2.768, 3.059, 1.160], [3.625, 3.453, 2.315], [3.012, 1.284, 0.868], [4.398, 0.808, 1.300], [4.460, 0.457, 2.782], [4.782, 6.844, 0.387], [5.766, 5.413, 0.066], [4.711, 5.445, 1.479], [3.785, 5.447, -1.447], [2.699, 5.579, -0.096], [4.588, 3.190, -0.390], [2.991, 3.234, -1.168], [2.807, 1.137, -0.194], [2.235, 0.765, 1.432], [5.148, 1.568, 1.064], [4.650, -0.071, 0.699], [4.279, 1.342, 3.391], [5.434, 0.038, 3.047], [3.695, -0.282, 3.034], [-3.262, 3.194, -0.817], [-4.764, 2.798, 0.241], [-4.669, 2.213, 1.516], [-5.812, 1.937, 2.245], [-7.060, 2.186, 1.833], [-7.152, 2.753, 0.627], [-6.075, 3.072, -0.180], [-3.701, 1.989, 1.947], [-5.711, 1.483, 3.228], [-8.159, 2.971, 0.275], [-6.246, 3.530, -1.146], [0.494, 1.676, -1.209], [1.094, 2.072, -2.311], [2.117, 4.436, -3.946], [0.524, 3.579, -2.904], [-1.007, 3.478, -4.275], [-0.038, 4.955, -1.468]],
  "forces_ev_per_a": [[-0.6, 0.3, -1.0], [0.0, 0.0, 0.3], [0.2, 0.0, 0.3], [-0.2, -0.2, 0.0], [0.0, 0.0, 0.4], [0.1, 0.0, 0.4], [0.0, -0.1, 0.0], [0.1, 0.1, 0.1], [0.0, 0.0, -0.1], [0.0, 0.0, 0.1], [0.0, 0.0, 0.0], [0.0, 0.0, 0.0], [0.0, 0.0, 0.1], [0.0, 0.0, 0.0], [0.1, 0.0, 0.0], [-0.1, 0.0, 0.0], [0.0, 0.0, 0.0], [0.0, 0.0, 0.0], [0.0, 0.0, 0.0], [0.0, 0.0, 0.0], [0.1, 0.0, 0.0], [-0.1, -0.1, 0.0], [0.0, -0.1, 0.0], [0.0, 0.0, 0.0], [0.0, 0.0, 0.0], [0.0, 0.0, 0.1], [0.0, 0.1, -0.1], [0.0, 0.0, 0.0], [0.0, -0.1, 0.0], [0.0, 0.0, 0.0], [0.0, 0.0, 0.0], [0.0, 0.0, 0.0], [-0.1, 0.0, 0.0], [0.0, 0.0, 0.0], [0.0, 0.0, 0.0], [0.0, 0.0, 0.0], [0.0, 0.0, 0.0], [0.0, 0.0, 0.0], [0.0, 0.0, 0.0], [0.0, 0.0, 0.0], [0.0, 0.0, 0.0], [0.0, 0.0, 0.0], [0.0, 0.0, 0.0], [0.0, 0.0, 0.0], [0.0, 0.0, 0.0], [0.0, 0.0, 0.0], [0.0, 0.0, 0.0], [0.0, 0.0, 0.0], [0.0, 0.0, 0.0], [0.0, 0.0, 0.0], [0.0, 0.0, 0.0], [0.0, 0.0, 0.0], [0.0, 0.0, -0.1], [0.0, 0.0, 0.0], [-0.1, 0.0, -0.2], [0.1, 0.1, 0.1], [0.1, 0.0, 0.0], [0.0, -0.1, -0.1], [0.0, 0.0, 0.0], [0.0, 0.0, 0.0], [0.0, 0.0, 0.0], [0.0, 0.0, 0.0], [0.0, 0.0, 0.0], [0.0, 0.0, 0.0], [0.0, 0.0, 0.0], [0.0, 0.0, 0.0], [0.0, 0.0, 0.0], [0.0, 0.1, 0.0], [0.0, 0.0, 0.0], [0.0, 0.0, 0.0], [0.0, 0.0, 0.0], [0.0, 0.0, 0.0], [0.0, 0.0, 0.0], [0.1, 0.0, 0.0], [-0.1, 0.0, 0.2], [0.0, 0.1, 0.0], [0.0, 0.0, 0.0], [0.0, 0.0, 0.0], [0.0, 0.0, 0.0], [0.0, -0.1, 0.0], [0.0, 0.0, 0.0], [0.0, 0.0, 0.0], [0.0, 0.0, 0.0], [0.0, 0.0, 0.0], [0.2, 0.0, -0.4], [0.2, 0.0, 0.0], [-0.1, 0.0, 0.0], [0.0, 0.1, 0.0], [0.0, 0.0, 0.0], [0.1, -0.1, -0.1]],
  "lowdin_charge": [0.582, -0.325, 0.616, -0.355, -0.425, -0.468, 0.018, 0.638, -0.240, -0.195, -0.202, -0.158, -0.193, -0.177, -0.174, -0.235, -0.096, -0.102, -0.114, -0.103, -0.103, -0.252, -0.123, -0.108, -0.099, -0.076, -0.087, 0.007, -0.006, 0.085, 0.085, 0.053, 0.107, 0.098, 0.098, 0.099, 0.091, 0.075, 0.105, 0.104, 0.108, 0.097, 0.094, 0.091, 0.094, 0.097, 0.097, 0.089, 0.092, 0.085, 0.070, -0.118, -0.306, -0.347, 0.900, -0.518, -0.343, -0.281, -0.107, 0.064, 0.069, 0.054, 0.086, 0.088, 0.096, 0.045, 0.070, 0.050, 0.092, 0.105, 0.064, 0.064, 0.067, 0.484, -0.744, -0.142, -0.187, 0.006, -0.211, -0.158, 0.073, 0.095, 0.082, 0.076, -0.469, -0.297, 0.216, -0.706, 0.245, 0.284],
  "largest_force_ev_per_a": 1.17,
  "total_charge": -2,
  "e_above_lowest_kj_mol": 267.0
}

---

[2]
{
  "formula": "C6H14N5",
  "method": "ωB97M-V with the def2-TZVPD basis set",
  "species": ["C", "C", "C", "C", "N", "N", "H", "H", "H", "H", "H", "H", "C", "C", "N", "N", "N", "H", "H", "H", "H", "H", "H", "H", "H"],
  "positions_angstrom": [[2.134, 1.225, -0.934], [2.576, -0.706, 0.537], [1.900, 0.495, 0.345], [0.998, -0.383, 2.096], [1.938, -1.267, 1.657], [0.931, 0.627, 1.258], [3.322, -1.332, 0.077], [2.204, -2.190, 1.946], [3.032, 0.826, -1.413], [2.273, 2.280, -0.706], [0.454, -0.620, 2.996], [1.500, 0.955, -1.786], [-1.986, -1.398, 0.578], [-1.941, 0.397, -1.200], [-1.799, -0.875, -0.797], [-1.671, 1.353, -0.285], [-2.205, 0.677, -2.472], [-2.058, -1.564, -1.488], [-0.885, 1.139, 0.330], [-1.639, 2.296, -0.649], [-2.517, -0.097, -3.036], [-1.815, 1.422, -3.017], [-1.171, -2.094, 0.725], [-3.006, -1.772, 0.750], [-1.961, -0.489, 1.180]],
  "forces_ev_per_a": [[0.6, 0.2, -0.1], [-1.8, -0.4, 1.9], [1.7, -2.8, -2.0], [0.8, -1.5, -0.7], [1.0, 0.9, -1.1], [-1.3, 1.2, 1.0], [0.2, 0.6, -0.4], [-0.3, 0.0, 0.8], [0.6, 0.3, 0.7], [-0.3, 0.2, -0.7], [-0.3, 0.5, -0.1], [-1.0, 0.6, 0.6], [-0.4, 1.8, -0.5], [1.6, 0.2, 1.4], [-1.4, -0.6, -0.6], [0.0, 0.0, -1.2], [-0.7, -0.9, -0.4], [0.3, 0.1, -0.2], [0.2, 0.0, 0.5], [-0.1, 0.0, 0.2], [-0.1, 0.0, -0.1], [0.1, 0.5, 0.4], [-0.2, -0.1, 0.6], [0.5, -0.4, -0.4], [0.6, -0.5, 0.6]],
  "lowdin_charge": [-0.049, -0.022, -0.370, -0.183, 0.055, 0.059, 0.121, 0.146, 0.079, 0.082, 0.126, 0.068, -0.018, -0.431, 0.044, 0.204, 0.214, 0.145, 0.071, 0.129, 0.126, 0.133, 0.089, 0.103, 0.076],
  "largest_force_ev_per_a": 3.83,
  "total_charge": 1,
  "e_above_lowest_kj_mol": 66.7
}

---

[3]
{
  "formula": "C2H8N3",
  "method": "ωB97M-V with the def2-TZVPD basis set",
  "species": ["C", "N", "H", "H", "H", "H", "N", "C", "N", "H", "H", "H", "H"],
  "positions_angstrom": [[1.047, -2.130, 0.457], [0.392, -1.190, 1.019], [1.017, -2.335, -0.607], [1.627, -2.867, 1.021], [0.830, -0.959, 1.914], [-1.558, 0.418, 0.508], [0.432, 0.904, -0.830], [-0.611, 1.649, -0.676], [-1.464, 1.415, 0.354], [0.632, 0.063, -0.213], [0.840, 0.763, -1.749], [-0.816, 2.434, -1.394], [-2.369, 1.836, 0.195]],
  "forces_ev_per_a": [[-0.2, -0.8, 0.8], [1.6, 0.6, -1.0], [-0.6, 0.0, -0.2], [0.4, 0.4, 0.0], [-0.9, -0.7, 0.5], [0.3, -0.1, 0.8], [0.9, -1.5, -0.7], [-0.9, -0.7, 0.9], [0.1, 0.2, -1.9], [-0.9, 1.0, 0.1], [0.2, 1.0, 0.1], [0.0, 0.2, 0.1], [0.0, 0.3, 0.4]],
  "lowdin_charge": [-0.050, 0.001, 0.077, 0.091, 0.086, 0.107, 0.175, -0.149, 0.162, 0.072, 0.145, 0.159, 0.125],
  "largest_force_ev_per_a": 1.95,
  "total_charge": 1,
  "e_above_lowest_kj_mol": 176.4
}